[1]
A structure of composition C27H23ClNO4PSZr, computed with the ωB97M-V functional and the def2-TZVPD basis.

XYZ file:
```
59
Properties=species:S:1:pos:R:3:nbo_charge:R:1
Zr -1.162 -0.028 0.545 2.114
C -2.394 0.743 -7.840 -0.650
C -2.170 0.545 -6.373 0.090
C -1.140 -0.276 -5.910 -0.212
C -0.936 -0.473 -4.558 -0.127
C -1.789 0.173 -3.667 -0.450
C -2.833 0.998 -4.091 -0.086
C -3.008 1.176 -5.445 -0.221
S -1.554 -0.043 -1.982 2.226
O -1.054 1.206 -1.278 -0.960
O -0.557 -1.076 -1.663 -0.915
N -2.850 -0.257 -1.094 -0.931
C -3.502 -1.545 -0.778 -0.299
C -2.780 -1.668 0.569 0.735
O -1.608 -2.158 0.553 -0.641
O -2.956 -0.725 1.429 -0.676
H -1.586 0.320 -8.431 0.235
H -2.485 1.803 -8.078 0.245
H -3.327 0.264 -8.143 0.251
H -0.493 -0.770 -6.623 0.241
H -0.145 -1.116 -4.197 0.246
H -3.483 1.482 -3.374 0.236
H -3.809 1.813 -5.797 0.242
H -3.258 -2.375 -1.435 0.251
H -4.572 -1.393 -0.686 0.262
Cl -1.569 1.979 2.253 0.094
C -0.414 1.943 3.629 0.130
C -0.594 2.926 4.574 -0.260
C 0.267 2.929 5.665 -0.138
C 1.263 1.970 5.778 -0.175
C 1.418 0.999 4.800 -0.143
C 0.577 0.972 3.688 -0.454
P 0.703 -0.294 2.418 0.864
C 1.470 0.480 0.949 -0.386
C 1.521 1.872 0.772 -0.225
C 1.982 2.397 -0.425 -0.155
C 2.383 1.548 -1.450 -0.148
C 2.321 0.171 -1.289 -0.166
C 1.854 -0.371 -0.100 -0.222
C 1.722 -1.660 2.949 -0.319
C 3.115 -1.533 2.960 -0.221
C 3.886 -2.591 3.405 -0.183
C 3.275 -3.765 3.834 -0.148
C 1.893 -3.890 3.817 -0.196
C 1.108 -2.838 3.371 -0.180
H -1.383 3.660 4.476 0.259
H 0.146 3.682 6.432 0.254
H 1.923 1.974 6.634 0.251
H 2.190 0.247 4.901 0.245
H 1.245 2.537 1.580 0.238
H 2.040 3.469 -0.552 0.247
H 2.752 1.962 -2.379 0.246
H 2.643 -0.487 -2.084 0.246
H 1.823 -1.449 0.029 0.254
H 3.590 -0.620 2.620 0.227
H 4.964 -2.505 3.418 0.241
H 3.883 -4.591 4.180 0.243
H 1.424 -4.808 4.146 0.243
H 0.029 -2.934 3.349 0.231
```

Calculated values
E_HOMO = -0.5432 Eh
Kohn-Sham gap = 7.25 eV
net charge = +2
energy above the lowest of the compared OMol25 structures with the same formula, charge and spin = 46.8 kJ/mol
E = -71965.921 eV

***

[2]
A cluster of 3 separate species, C3H13NO3 in total at a distorted geometry, computed with the ωB97M-V functional and the def2-TZVPD basis.

XYZ file:
```
20
Properties=species:S:1:pos:R:3:nbo_charge:R:1
C -2.190 1.838 0.081 -0.628
C -1.040 0.878 -0.376 -0.069
N 0.301 1.493 -0.256 -0.903
C -1.097 -0.266 0.630 -0.065
O 0.136 -1.060 0.516 -0.786
H -2.505 2.482 -0.729 0.219
H -1.759 2.233 1.060 0.227
H -3.068 1.236 0.400 0.204
H -1.167 0.440 -1.353 0.170
H 0.928 0.926 0.273 0.402
H 0.373 2.386 -0.695 0.392
H -1.933 -0.933 0.377 0.174
H -1.151 -0.025 1.736 0.178
H 0.041 -1.968 0.809 0.484
O 3.106 -2.374 1.280 -0.947
H 2.842 -1.800 0.558 0.473
H 2.952 -3.299 1.084 0.474
O 2.032 -0.633 -2.045 -0.933
H 2.068 -0.665 -1.087 0.463
H 1.131 -0.890 -2.263 0.470
```

Calculated values
E_HOMO = -0.3218 Eh
SMILES = C[C@@H](N)CO.O.O
Kohn-Sham gap = 9.26 eV
energy above the lowest of the compared OMol25 structures with the same formula, charge and spin = 142.4 kJ/mol
E = -10953.296 eV

***

[3]
A structure of composition C15H24BrGeN6SeY at a distorted geometry, computed with the ωB97M-V functional and the def2-TZVPD basis.

XYZ file:
```
49
Properties=species:S:1:pos:R:3:nbo_charge:R:1
Y -0.072 -0.024 1.639 1.874
C -1.543 0.746 -5.292 -0.613
C -0.522 -0.374 -5.043 -0.226
C -1.260 -1.648 -4.578 -0.617
C 0.648 -0.023 -4.125 -0.215
N 0.252 0.532 -2.840 -0.169
C -0.180 -0.133 -1.765 0.186
N -0.367 0.749 -0.782 -0.441
N -0.024 1.944 -1.279 -0.021
N 0.337 1.829 -2.496 -0.038
H -2.392 0.384 -5.800 0.218
H -1.125 1.684 -5.751 0.224
H -1.970 1.089 -4.315 0.203
H 0.006 -0.530 -5.942 0.213
H -1.852 -1.429 -3.654 0.201
H -0.563 -2.473 -4.405 0.225
H -1.979 -1.944 -5.361 0.224
H 1.349 0.721 -4.520 0.238
H 1.167 -0.926 -3.918 0.230
H -0.305 -1.201 -1.791 0.255
Br -3.190 0.464 2.304 0.171
C -2.965 -1.412 2.188 0.165
C -4.095 -2.200 2.442 -0.278
C -3.901 -3.561 2.311 -0.115
C -2.615 -4.097 2.092 -0.254
C -1.592 -3.225 1.870 0.069
N -1.748 -1.882 1.884 -0.573
H -5.044 -1.740 2.625 0.248
H -4.707 -4.283 2.322 0.233
H -2.436 -5.194 1.942 0.250
H -0.537 -3.556 1.605 0.250
Se 1.347 -3.830 -1.233 -0.261
C 1.253 -2.611 0.084 0.129
N 1.285 -1.811 0.924 -0.727
C 2.158 3.783 2.038 -1.099
Ge 2.348 2.254 3.237 1.565
C 2.687 3.197 4.978 -1.091
C 3.994 1.453 2.501 -1.087
C 0.530 1.240 3.208 -1.745
H 2.890 4.515 2.388 0.211
H 1.150 4.152 2.174 0.221
H 2.342 3.547 1.029 0.210
H 3.767 3.587 5.200 0.222
H 2.541 2.427 5.749 0.221
H 2.009 4.094 5.101 0.228
H 3.841 0.972 1.505 0.217
H 4.326 0.710 3.206 0.220
H 4.804 2.206 2.374 0.227
H -0.047 1.828 3.973 0.223
```

Calculated values
E_HOMO = -0.2089 Eh
Kohn-Sham gap = 4.92 eV
energy above the lowest of the compared OMol25 structures with the same formula, charge and spin = 65.9 kJ/mol
E = -217829.642 eV

***

[4]
A structure of composition C32H31AsF7N7O9S2V at a distorted geometry, computed with the ωB97M-V functional and the def2-TZVPD basis.

XYZ file:
```
90
Properties=species:S:1:pos:R:3:lowdin_charge:R:1
V 2.321 -1.167 -0.233 1.077
C 6.602 1.232 3.669 -0.484
S 4.808 1.165 3.706 0.787
C 4.456 -0.262 2.701 -1.207
S 5.615 -1.105 1.832 0.548
N 3.178 -0.565 2.820 -0.115
N 2.737 -1.464 1.908 -0.109
C 2.196 -2.535 2.357 -0.078
C 1.905 -3.582 1.387 -0.239
C 1.492 -4.859 1.738 -0.019
C 1.472 -5.839 0.758 -0.064
C 1.869 -5.524 -0.531 -0.033
C 2.230 -4.215 -0.819 -0.060
N 2.226 -3.273 0.119 0.052
H 6.875 2.178 4.138 0.017
H 6.958 1.210 2.642 0.003
H 7.045 0.404 4.219 0.021
H 2.153 -2.729 3.424 0.131
H 1.219 -5.075 2.762 0.110
H 1.164 -6.847 1.005 0.104
H 1.900 -6.269 -1.312 0.107
H 2.536 -3.899 -1.806 0.110
F -2.762 0.279 4.051 0.057
C -2.858 0.191 2.701 -0.183
C -1.803 -0.339 2.031 0.097
C -1.872 -0.570 0.657 -0.049
C -0.698 -0.991 -0.087 -0.256
O 0.395 -1.107 0.488 -0.039
C -0.904 -1.295 -1.462 0.003
C -2.111 -1.031 -2.023 0.059
N -3.179 -0.536 -1.353 0.020
C -4.343 -0.115 -2.091 -0.264
C -5.645 -0.828 -1.869 -0.097
C -4.884 -1.021 -3.149 -0.081
C -3.070 -0.275 0.006 -0.121
C -4.120 0.338 0.701 0.040
C -4.028 0.641 2.051 -0.146
N -5.060 1.345 2.706 -0.067
C -6.001 2.060 1.851 -0.133
C -5.321 3.259 1.148 -0.082
N -4.074 3.575 1.871 0.000
C -4.238 3.612 3.336 -0.079
C -4.749 2.236 3.829 -0.111
C 0.170 -1.850 -2.380 -0.553
O -0.206 -2.408 -3.403 0.054
O 1.388 -1.684 -2.019 -0.114
H -0.891 -0.576 2.566 0.152
H -2.247 -1.230 -3.076 0.145
H -4.374 0.953 -2.278 0.157
H -6.553 -0.240 -1.882 0.100
H -5.634 -1.647 -1.163 0.113
H -5.253 -0.561 -4.054 0.107
H -4.391 -1.973 -3.290 0.111
H -5.001 0.612 0.146 0.090
H -6.798 2.417 2.504 0.123
H -6.471 1.397 1.128 0.116
H -5.963 4.139 1.155 0.130
H -5.040 3.041 0.120 0.127
H -3.543 4.417 1.484 0.126
H -3.373 2.866 1.611 0.098
H -4.931 4.420 3.568 0.129
H -3.263 3.849 3.760 0.125
H -5.673 2.369 4.393 0.121
H -4.029 1.779 4.489 0.110
O 2.891 -0.026 -3.862 0.076
C 4.223 -0.134 -4.044 -0.259
C 4.795 0.717 -4.990 -0.024
C 6.151 0.659 -5.258 -0.110
C 6.960 -0.259 -4.598 -0.112
C 6.386 -1.116 -3.673 -0.030
C 5.030 -1.060 -3.376 -0.061
C 4.471 -2.010 -2.348 -0.556
O 4.637 -3.217 -2.481 0.054
O 3.867 -1.443 -1.364 -0.139
H 2.565 -0.601 -3.148 0.065
H 4.149 1.421 -5.498 0.110
H 6.579 1.336 -5.988 0.092
H 8.022 -0.305 -4.802 0.088
H 6.989 -1.850 -3.152 0.117
F 0.045 2.319 0.851 -0.176
As -0.935 3.683 0.635 0.815
F -1.522 3.413 2.288 -0.258
F 0.068 4.918 1.213 -0.191
F -2.382 4.871 0.568 -0.306
F -0.576 4.047 -0.978 -0.190
F -2.214 2.570 0.073 -0.257
O 2.442 2.629 -0.185 0.085
N 2.566 1.442 -0.324 -0.506
O 3.481 0.764 0.208 -0.047
O 1.758 0.738 -1.026 -0.077
```

Calculated values
E_HOMO (spin up / spin down) = -0.1609 / -0.1608 Eh
Kohn-Sham gap (spin up / spin down) = 5.61 / 5.60 eV
net charge = -1
2S+1 = 3
energy above the lowest of the compared OMol25 structures with the same formula, charge and spin = 50.4 kJ/mol
E = -189769.506 eV